DFT (ωB97M-V with the def2-TZVPD basis set) results for a molecular structure, C44H31F5FeN8O3PS at a distorted geometry.

Values from the calculation:
Frontier orbital gap (spin up / spin down), Ha: 0.2097 / 0.2106
E_HOMO (spin up / spin down), Ha: -0.153 / -0.155
Total energy, hartree: -4861.8447

```
! RIJCOSX wB97M-V def2-TZVPD def2/J DEFGRID3
* xyz -1 5
Fe -0.5700 -0.1465 0.1356
C 2.2162 3.2077 5.3547
C 2.7820 4.0215 4.3496
C 2.5094 3.8567 3.0485
C 1.7236 2.7149 2.7008
C 1.2662 2.1137 1.5050
N 0.4692 1.0168 1.6799
C 0.2914 0.9105 3.0254
N -0.4868 -0.0398 3.6198
C -1.4715 -0.6405 3.0489
C -2.3694 -1.5036 3.7737
C -2.5544 -1.8203 5.0912
C -3.6848 -2.5513 5.4106
C -4.6136 -2.9731 4.4467
C -4.3857 -2.6895 3.1265
C -3.2989 -1.9347 2.8351
C -2.8668 -1.3958 1.5351
N -3.6016 -1.6724 0.4542
C -3.4294 -0.9240 -0.6058
N -2.4643 -0.0367 -0.8185
C -2.6916 0.6040 -2.0351
N -1.9633 1.5003 -2.6722
C -0.8712 2.1241 -2.1219
N -0.2868 1.7860 -0.9411
C 0.6782 2.6757 -0.7676
N 1.7644 2.5304 0.2505
C 0.7851 3.5971 -1.8028
C 1.6125 4.7240 -2.0695
C 1.3279 5.5129 -3.1716
C 0.2277 5.2213 -4.0427
C -0.5312 4.0606 -3.8483
C -0.2589 3.2658 -2.6965
C -3.9482 0.0277 -2.6128
C -4.6739 0.2769 -3.7695
C -5.8153 -0.4926 -3.9964
C -6.2779 -1.3791 -3.0706
C -5.5944 -1.5836 -1.8721
C -4.4056 -0.9333 -1.7225
N -1.8586 -0.5490 1.7446
C 1.0880 1.8932 3.7016
C 1.3656 2.1449 5.0204
H 2.4507 3.3609 6.3974
H 3.4363 4.8405 4.6195
H 3.0203 4.4390 2.3251
H -1.8595 -1.4947 5.8756
H -3.7940 -2.8182 6.4633
H -5.4288 -3.6280 4.7380
H -5.0582 -2.9605 2.3322
H 2.4610 4.9515 -1.4515
H 2.0350 6.2910 -3.3874
H 0.0368 5.8497 -4.8737
H -1.2751 3.7877 -4.5607
H -4.2448 0.9178 -4.4919
H -6.3523 -0.2922 -4.9012
H -7.2059 -1.8723 -3.2744
H -5.9272 -2.1555 -1.0369
H 0.9516 1.5196 5.7965
F 1.4119 -6.4411 3.4605
C 1.0410 -5.5038 2.5679
C 1.5055 -4.1725 2.5224
F 2.4178 -3.7894 3.4232
C 1.0478 -3.3096 1.5530
F 1.4892 -2.0024 1.5580
C 0.1012 -3.6257 0.5625
S -0.4150 -2.5695 -0.7347
C -0.1833 -4.9981 0.5649
F -0.9984 -5.5245 -0.4096
C 0.2332 -5.9061 1.5267
F -0.0904 -7.2050 1.3817
C 4.7766 -3.0768 -1.4248
C 3.3056 -2.6225 -1.4099
O 3.2541 -1.2527 -1.8008
P 1.9164 -0.3763 -1.3321
O 2.8269 1.0844 -1.3846
C 3.0535 1.7399 -0.1781
C 4.2544 2.6493 -0.2735
O 1.2046 -0.1620 -2.7336
C 1.8675 0.3800 -3.8954
C 0.8634 0.1709 -5.0387
H 4.9380 -4.1262 -1.0895
H 5.3640 -2.4007 -0.7971
H 5.1405 -3.0024 -2.4481
H 2.8810 -2.7521 -0.4115
H 2.7296 -3.1685 -2.1630
H 3.1644 1.0532 0.6495
H 2.1043 3.4686 0.4469
H 5.1396 2.0198 -0.3551
H 4.3500 3.3181 0.6415
H 4.1958 3.2550 -1.1519
H 2.8202 -0.1453 -4.0177
H 2.0072 1.4417 -3.7428
H 0.4471 -0.8411 -4.8696
H 1.3621 0.1972 -5.9757
H 0.0936 0.9388 -5.0121
*
```